Entry 1:
Here is a molecular structure, C30H48BiP2 from the Open Molecules 2025 dataset. Energies are from ωB97M-V/def2-TZVPD.

Structure (XYZ):
```
81
Properties=species:S:1:pos:R:3:forces:R:3
Bi -0.148360 0.256433 1.694019 -0.1 -3.4 5.5
C -0.431708 -2.743638 2.997362 0.8 1.2 0.3
C 0.931164 -2.909995 2.616609 -0.5 1.3 0.6
C 0.849088 -1.286787 4.265954 -0.7 -0.5 -1.4
C -0.491350 -1.732250 4.012637 1.2 -0.3 -0.9
C 1.718731 -2.016764 3.397792 -1.3 0.3 -0.4
C -1.606560 -3.431435 2.409485 -0.6 -0.5 -0.1
H -1.381064 -3.853863 1.415752 -0.1 0.0 0.3
H -2.468251 -2.750194 2.281091 0.2 -0.2 0.1
H -1.954486 -4.260592 3.055355 0.0 0.2 -0.4
C -1.723161 -1.263301 4.684268 -0.5 0.1 0.6
H -2.628172 -1.545624 4.124945 0.2 0.0 0.2
H -1.772818 -0.167669 4.804893 0.1 -0.3 0.1
H -1.782387 -1.718604 5.688883 -0.3 0.3 -0.2
C 1.289702 -0.263407 5.240560 0.1 0.3 0.7
H 1.347924 -0.709464 6.247704 0.1 0.4 -0.1
H 0.615606 0.604974 5.297875 0.1 -0.3 0.1
H 2.281003 0.138679 4.984315 -0.2 -0.2 0.2
C 3.179310 -1.802878 3.280602 0.8 -0.1 0.1
H 3.732702 -2.369245 4.054226 0.0 0.3 -0.4
H 3.457007 -0.739368 3.398822 0.0 -0.3 0.1
H 3.561970 -2.120466 2.297248 0.0 0.0 0.3
C 1.445859 -3.750440 1.515343 0.3 -0.5 -0.3
H 1.886623 -4.689527 1.889655 -0.1 0.2 -0.3
H 2.231450 -3.224344 0.954447 0.0 -0.2 0.0
H 0.656711 -4.004574 0.796984 0.1 -0.1 0.1
C -1.868104 0.430978 -5.086750 -0.5 0.0 0.2
C -1.770487 -0.896672 -5.148364 -0.5 -0.1 -0.2
C -0.818041 -1.697888 -5.985944 0.6 -0.1 -0.1
C 0.500561 -0.982543 -6.385102 -0.2 -0.6 -0.6
C 1.302240 -0.446175 -5.240051 0.4 0.6 0.5
C 1.191018 0.755290 -4.647401 0.5 -0.6 -0.5
C 0.263064 1.865890 -5.020040 -0.6 0.2 -0.2
C -1.017169 1.448252 -5.790034 0.2 0.7 -0.2
H -1.305159 -2.025143 -6.921695 0.0 0.1 0.4
H 0.279301 -0.226476 -7.147115 0.3 -0.3 0.3
H -0.566541 -2.625421 -5.449798 -0.1 0.2 -0.1
H -0.736373 1.145027 -6.805181 -0.3 0.2 0.4
H -2.715268 0.877837 -4.542993 0.4 -0.4 0.0
H -2.533057 -1.511239 -4.650561 0.2 0.4 0.0
H -1.624721 2.360489 -5.906063 0.2 -0.3 0.0
H -0.032991 2.404873 -4.106176 0.1 0.0 -0.2
H 1.918683 1.022586 -3.874701 0.0 -0.2 -0.2
H 0.791059 2.608696 -5.642762 0.0 -0.2 0.3
H 1.125781 -1.740302 -6.885442 -0.2 0.3 0.1
H 2.118482 -1.109224 -4.930084 -0.3 0.3 0.2
P -1.028142 -0.332396 -0.648096 -0.9 0.1 -0.3
P 2.000613 1.098100 0.575824 0.3 0.2 -0.3
C 0.001288 0.878668 -1.571827 0.2 0.2 -0.8
C 1.012094 1.800334 -0.811654 0.4 0.6 -0.4
H -0.706796 1.513693 -2.126973 0.4 -0.1 0.0
H 0.564206 0.301324 -2.319863 -0.3 0.1 0.1
H 1.780649 2.180046 -1.499486 -0.5 0.0 -0.4
H 0.491481 2.686813 -0.428519 0.1 -0.1 0.1
C 2.743076 2.336335 1.692005 0.3 0.6 -0.1
H 3.379225 1.835182 2.446735 -0.3 0.0 -0.5
H 1.966830 2.877232 2.262705 0.1 -0.3 -0.4
H 3.361828 3.069801 1.150146 -0.2 -0.2 0.2
C 3.309611 0.057084 -0.158453 0.0 -0.3 0.0
H 3.849468 0.602418 -0.949311 -0.2 -0.1 0.3
H 2.866651 -0.848105 -0.603484 0.1 0.3 0.2
H 4.018910 -0.279498 0.616715 -0.4 0.2 -0.2
C -2.808769 0.061562 -0.435774 -0.4 0.3 -0.5
H -3.277632 -0.675866 0.245887 0.5 0.1 -0.4
H -3.354447 0.050308 -1.394743 0.2 0.0 0.4
H -2.953213 1.034173 0.060310 0.2 -0.2 -0.3
C -0.975651 -2.020439 -1.349049 0.4 -0.3 0.1
H 0.041141 -2.437040 -1.232589 -0.4 0.2 -0.1
H -1.247880 -2.028004 -2.418067 0.1 0.2 0.4
H -1.661768 -2.679213 -0.779536 0.3 0.5 -0.2
C -2.411385 4.618771 3.246674 0.2 -0.3 -0.1
C -1.909932 3.757110 4.228638 0.2 -0.5 -0.2
C -1.274611 2.543084 3.874641 0.0 0.1 0.1
C -1.149108 2.189728 2.521149 0.2 0.5 -0.8
C -1.652848 3.058031 1.560596 -0.3 0.7 0.1
C -2.276160 4.261775 1.902631 0.0 -0.1 0.2
H -2.901585 5.559044 3.522801 0.2 -0.4 -0.1
H -2.005598 4.020904 5.283799 0.0 -0.1 -0.3
H -0.872756 1.891738 4.664798 -0.3 0.4 -0.4
H -1.560378 2.804454 0.511294 -0.1 0.1 -0.1
H -2.657227 4.908377 1.119540 0.0 0.0 0.1
```
Forces are in eV/Å.

Results
HOMO energy (spin up / spin down) (Ha): -0.3049 / -0.3049
M (g mol⁻¹): 679.64
Orbital gap (spin up / spin down) (eV): 4.75 / 4.76
Net charge: +1

***

Entry 2:
Here is C20H17FN4O5 in the gas phase from the Open Molecules 2025 dataset. Energies are from ωB97M-V/def2-TZVPD.

Structure (XYZ):
```
47
Properties=species:S:1:pos:R:3:forces:R:3
N 3.057052 2.942874 2.886834 -1.5 -0.3 -0.8
C 3.099630 1.622719 3.258088 2.0 1.7 1.2
O 4.004710 1.395293 4.057496 -0.8 -1.9 -0.3
C 2.131150 0.583665 2.694520 -0.5 0.2 -1.0
C 2.227896 -0.732709 3.002962 2.0 0.8 1.9
C 1.304941 -1.588011 2.484639 -1.2 -2.1 -0.3
N 1.220983 -2.925588 2.793194 0.0 -1.2 0.1
C 2.308948 -3.807985 3.318389 -0.8 0.6 -1.2
C 3.201130 -4.271920 2.144394 0.4 1.0 -1.3
O 3.933261 -3.185330 1.519353 -0.3 -0.9 1.0
C 2.388626 -5.038257 1.067092 -0.2 -0.4 1.0
O 1.514482 -5.800019 1.395353 -0.1 0.0 0.0
O 2.697966 -4.849264 -0.229458 1.0 1.1 1.3
N 0.332443 -1.207124 1.662824 -0.4 0.8 -0.5
C 0.296829 0.098910 1.360195 0.9 -1.0 0.8
C -0.759193 0.606884 0.475948 -0.7 0.7 -0.6
C -1.706840 -0.244663 -0.106888 -0.6 0.4 -0.7
C -2.721579 0.288614 -0.956416 0.2 -0.3 0.7
C -2.868995 1.685355 -1.094605 1.5 -0.5 0.0
O -3.866303 2.244907 -1.849804 -0.6 0.1 -0.1
C -3.593405 2.511719 -3.186961 0.5 0.2 -0.1
C -4.079089 1.622055 -4.118858 -0.2 -0.1 -1.4
C -3.829754 1.840187 -5.498716 0.1 0.3 0.3
C -3.117324 2.979276 -5.923745 -0.2 -0.4 2.4
F -2.839233 3.216779 -7.193700 -0.1 -0.2 -0.9
C -2.642394 3.884331 -4.974936 -0.6 -0.6 1.6
C -2.880667 3.644181 -3.588077 0.0 -0.2 -1.1
C -1.926140 2.537158 -0.510442 1.0 -1.2 0.8
C -0.852049 1.989946 0.232260 -1.0 0.4 -0.2
N 1.182578 0.947098 1.842585 -0.1 2.6 -0.3
H 3.645051 3.593449 3.422958 -0.6 -0.8 -0.5
H 2.210654 3.262378 2.435390 0.3 0.2 -0.1
H 2.992563 -0.983633 3.717376 0.1 -0.5 0.0
H 0.455116 -3.365420 2.246037 1.0 0.2 0.8
H 1.909041 -4.698891 3.838466 -0.1 0.6 -0.4
H 2.897776 -3.245897 4.042037 0.1 0.0 -0.2
H 3.939631 -4.965374 2.539887 0.2 -0.1 -0.1
H 3.397225 -2.796862 0.823188 -0.1 0.0 -0.1
H 2.057805 -5.371477 -0.689013 -0.8 -0.7 -0.8
H -1.647472 -1.326516 0.103979 -0.1 0.7 -0.3
H -3.421390 -0.405995 -1.459005 0.4 0.6 0.4
H -4.703627 0.785317 -3.766988 0.5 0.4 -0.4
H -4.186398 1.130066 -6.239953 0.0 0.1 0.1
H -2.122234 4.783851 -5.250176 0.2 0.1 -0.3
H -2.505101 4.325470 -2.830949 -0.1 0.0 -0.2
H -2.002259 3.609524 -0.586735 -0.1 0.1 -0.2
H -0.136039 2.678929 0.689983 -0.2 -0.4 -0.2
```
Forces are in eV/Å.

Results
HOMO energy (Ha): -0.3241
M (g mol⁻¹): 412.38
Structure (SMILES): NC(=O)c1cc(NC[C@H](O)C(=O)O)nc(-c2ccc(Oc3ccc(F)cc3)cc2)n1
Orbital gap (eV): 8.75
Net charge: 0

***

Entry 3:
Here is a molecular structure, C4H6O from the Open Molecules 2025 dataset. Energies are from ωB97M-V/def2-TZVPD.

Structure (XYZ):
```
11
Properties=species:S:1:pos:R:3:forces:R:3
C 0.635220 -1.122745 0.186252 0.0 -0.1 0.0
C -0.466292 -0.704863 0.807600 -0.1 0.0 -0.1
C 0.935967 0.203511 -0.461644 0.2 0.2 -0.2
C -0.386898 0.662038 0.203921 0.3 3.9 2.8
O -1.420652 1.108421 -0.608733 -0.4 0.0 -0.4
H 1.157998 -2.061257 0.142087 0.1 -0.2 0.1
H -1.194663 -1.163142 1.448758 -0.2 -0.2 0.2
H 1.839256 0.693895 -0.103878 0.1 0.1 0.0
H 0.917723 0.227039 -1.551155 0.0 0.0 0.0
H -0.280259 1.779780 1.090506 0.0 -3.6 -2.5
H -1.737400 0.377322 -1.153715 0.1 0.0 0.0
```
Forces are in eV/Å.

Results
HOMO energy (Ha): -0.3555
M (g mol⁻¹): 70.09
Orbital gap (eV): 10.73
Net charge: 0

***

Entry 4:
Here is a molecular structure, C27H24BrN6NiO6S from the Open Molecules 2025 dataset. Energies are from ωB97M-V/def2-TZVPD.

Structure (XYZ):
```
66
Properties=species:S:1:pos:R:3:forces:R:3
Ni 0.481992 0.238313 -0.148263 -0.3 -0.6 0.1
C -1.921436 -3.744368 -1.801720 0.1 0.0 0.0
C -2.252477 -3.430267 -0.391629 0.1 0.3 0.0
N -2.896596 -4.174244 0.438992 -0.1 -0.2 0.1
N -2.905734 -3.445978 1.599615 0.1 0.0 -0.2
C -2.267400 -2.254944 1.521771 -0.3 0.0 0.1
S -2.113362 -1.135889 2.723914 0.1 0.1 0.0
N -1.858279 -2.244320 0.212269 -0.1 -0.3 0.0
N -1.043882 -1.309195 -0.425499 0.4 -0.1 -0.1
H -2.338911 -4.711227 -2.068624 0.0 0.0 0.0
H -0.835247 -3.769087 -1.906345 0.0 0.0 -0.1
H -2.300914 -2.972312 -2.473071 0.0 0.0 0.0
H -3.322657 -3.808843 2.433603 0.0 0.0 0.1
H -1.537544 -0.930410 -1.235197 -0.2 0.1 0.0
H -0.236176 -1.861551 -0.796969 -0.1 0.0 0.0
Br 0.108884 3.488805 -2.444650 0.1 -0.1 0.0
C 1.424701 3.154628 -1.112544 -0.2 0.0 -0.1
C 2.622391 3.834458 -1.193687 0.0 0.0 -0.1
C 3.537667 3.646292 -0.169263 -0.1 -0.1 0.0
C 3.184295 2.857937 0.910239 0.1 0.1 0.0
C 1.956320 2.222037 0.895876 -0.1 0.0 0.1
N 1.095995 2.329708 -0.132736 0.5 0.1 0.0
C 1.467322 1.389199 2.093912 0.0 0.0 0.0
O 1.999453 1.624482 3.171651 0.0 -0.1 -0.1
O 0.527180 0.577618 1.825135 0.2 0.1 -0.4
H 2.822542 4.471130 -2.042108 0.0 0.0 0.0
H 4.505128 4.129281 -0.214970 0.0 0.0 0.0
H 3.819813 2.719849 1.772679 0.0 0.0 0.0
C 6.297929 -5.528839 1.983836 -0.1 0.0 0.0
C 5.188996 -4.681683 1.415889 0.0 0.0 0.0
C 4.413286 -3.871512 2.228404 0.0 0.0 0.0
C 3.385001 -3.078839 1.718655 0.1 -0.1 -0.1
C 2.600779 -2.220891 2.673665 0.0 0.1 -0.1
C 3.127914 -3.126785 0.343550 -0.2 0.0 0.2
C 3.889499 -3.950074 -0.494837 0.0 0.0 0.0
C 3.629047 -4.020752 -1.977074 0.0 0.0 0.1
C 4.916796 -4.705383 0.053365 0.0 0.0 0.0
C 1.996998 -2.303300 -0.233950 0.3 0.0 -0.5
O 1.170303 -2.865619 -0.987488 -0.1 0.0 0.3
O 2.005553 -1.074669 0.056507 -0.3 0.2 0.4
H 6.419033 -5.352749 3.052388 0.0 0.0 0.0
H 7.247608 -5.312050 1.490391 0.0 0.0 0.0
H 6.086957 -6.590144 1.833506 0.0 0.0 0.0
H 4.610662 -3.844694 3.295435 0.0 0.0 0.0
H 2.740803 -2.569324 3.697388 0.0 0.0 0.0
H 1.533829 -2.203645 2.455303 0.0 0.0 0.0
H 2.934192 -1.184168 2.622495 0.0 0.0 0.0
H 2.673967 -4.508840 -2.167830 0.0 0.0 0.0
H 4.421576 -4.577519 -2.478309 0.0 0.0 0.0
H 3.566793 -3.021961 -2.411225 0.0 0.0 0.0
H 5.520043 -5.331181 -0.598250 0.0 0.0 0.0
O -1.638398 -0.324428 -3.005734 -0.2 0.0 -0.2
C -0.449072 -0.103723 -3.199207 0.1 0.1 0.1
N 0.487307 0.117366 -2.235100 0.2 0.1 0.4
C 1.731982 0.256066 -2.813811 0.2 0.0 0.0
O 2.772375 0.490954 -2.234150 -0.1 0.1 -0.1
C 1.575363 0.117185 -4.300922 -0.2 0.0 -0.1
C 2.497353 0.167720 -5.322114 0.0 0.0 0.0
C 2.018714 0.045319 -6.625777 0.1 0.0 0.1
C 0.660320 -0.108017 -6.873336 -0.1 0.0 -0.1
C -0.262193 -0.161466 -5.829626 -0.1 0.0 0.0
C 0.222736 -0.056776 -4.543998 0.2 0.0 0.0
H 3.550433 0.295639 -5.106052 0.0 0.0 0.0
H 2.714452 0.068739 -7.455519 0.0 0.0 0.0
H 0.314451 -0.193333 -7.896379 0.0 0.0 0.0
H -1.322469 -0.271568 -6.018976 0.0 0.0 0.0
```
Forces are in eV/Å.

Results
HOMO energy (spin up / spin down) (Ha): -0.1900 / -0.1900
M (g mol⁻¹): 699.19
Orbital gap (spin up / spin down) (eV): 7.56 / 7.55
Spin multiplicity: 3
Net charge: -1

***

Entry 5:
Here is 4 unconnected molecules or ions with the total composition C2H10O5 from the Open Molecules 2025 dataset. Energies are from ωB97M-V/def2-TZVPD.

Structure (XYZ):
```
17
Properties=species:S:1:pos:R:3:forces:R:3
C -2.021770 -0.629753 1.718620 0.7 -1.7 1.9
C -1.046971 -1.528329 0.958918 0.1 -1.1 0.2
O 0.143200 -1.629980 0.933655 0.0 1.1 0.3
O -1.825216 -2.489897 0.391511 -1.6 0.0 -0.6
H -2.133182 -1.109133 2.756023 -0.1 0.0 -1.5
H -1.676767 0.314005 2.073903 0.4 1.0 -0.8
H -2.967397 -0.685650 1.211024 -0.3 0.5 0.0
H -1.484720 -3.046957 -0.320712 0.9 0.3 0.5
O -1.407376 3.206645 -3.738363 0.6 -0.9 -0.8
H -0.862452 3.059746 -2.995237 -0.1 0.3 0.6
H -2.022334 3.451658 -4.394937 -0.5 0.5 0.2
O 5.667051 2.761021 2.874028 0.6 -0.8 1.1
H 6.319029 3.238506 2.366773 -0.4 0.3 -0.5
H 4.765493 2.914009 2.618457 -0.2 0.5 -0.6
O -0.240355 -1.011888 -2.160005 0.7 0.4 0.5
H 0.285909 -0.927332 -2.962917 -0.4 -0.2 0.0
H -1.085642 -1.400468 -2.350263 -0.4 -0.1 -0.6
```
Forces are in eV/Å.

Results
HOMO energy (Ha): -0.3787
M (g mol⁻¹): 114.10
Structure (SMILES): CC(=O)O.O.O.O
Orbital gap (eV): 10.77
Net charge: 0

***

Entry 6:
Here is 9 unconnected molecules or ions with the total composition C9H36O9 from the Open Molecules 2025 dataset. Energies are from ωB97M-V/def2-TZVPD.

Structure (XYZ):
```
54
Properties=species:S:1:pos:R:3:forces:R:3
C -21.253510 -10.239230 20.308260 0.6 0.5 2.1
O -21.323140 -11.427150 19.605140 -0.3 -0.5 -1.9
H -20.232880 -9.933310 20.538080 0.5 0.0 -0.2
H -21.697390 -9.348460 19.863730 -0.4 -0.7 -0.6
H -21.678060 -10.386880 21.301260 -0.4 0.2 0.1
H -21.104360 -12.212440 20.112150 0.0 0.2 0.5
C -22.571600 -16.245820 20.722840 0.2 0.7 0.1
O -23.489350 -17.377640 20.665190 1.8 1.7 -0.2
H -21.990220 -16.019380 19.829060 -0.8 -0.9 -0.9
H -22.981840 -15.265000 20.963260 -1.1 -0.2 -0.1
H -21.726450 -16.230160 21.411000 -0.1 -1.3 0.9
H -23.989780 -17.373190 21.484430 -0.1 0.0 0.1
C -16.732230 -16.253030 14.737950 -0.2 -0.8 0.3
O -17.558150 -16.127360 13.563140 0.9 0.4 0.9
H -16.070920 -15.455400 15.076420 -0.3 0.9 -0.7
H -17.405900 -16.448560 15.572240 -0.1 -0.1 -0.1
H -16.037310 -17.091130 14.685290 -0.2 -0.4 -0.3
H -16.992510 -16.255160 12.798080 0.0 0.1 -0.1
C -16.413110 -18.431540 19.371970 -0.3 -0.5 -0.3
O -16.444890 -18.830020 20.747860 -0.1 0.2 -0.6
H -17.102730 -18.906480 18.674150 -0.7 -0.4 0.6
H -16.662640 -17.372810 19.301750 0.6 0.1 0.0
H -15.482710 -18.723970 18.885210 0.5 0.6 0.4
H -17.032240 -19.576020 20.889640 0.0 0.0 -0.2
C -17.608840 -14.545380 18.829770 -0.5 0.2 0.1
O -19.023290 -14.761680 18.945150 1.4 -0.7 -1.5
H -17.045030 -15.093640 19.584510 -0.2 -0.4 0.4
H -17.203120 -14.829660 17.858860 -0.6 0.1 0.0
H -17.383940 -13.503250 19.056650 0.0 0.4 -0.2
H -19.360440 -14.596220 19.828640 -0.3 0.6 1.2
C -13.120550 -16.490600 18.951300 1.2 0.4 0.0
O -14.151320 -15.520350 18.881720 -0.8 -0.3 -0.2
H -13.022640 -17.066220 18.030880 -0.7 0.0 0.0
H -12.173260 -15.953470 18.998520 0.3 -0.1 0.3
H -13.174810 -17.159110 19.810520 -0.3 0.0 0.0
H -14.314400 -15.185080 19.766360 0.2 0.0 0.0
C -17.240860 -10.868040 18.366600 0.1 -0.5 2.0
O -16.471500 -11.315580 17.311550 0.1 0.1 -1.1
H -17.216920 -9.789900 18.525110 -0.4 0.1 -0.4
H -18.228170 -11.328590 18.331590 -0.5 0.6 0.0
H -16.792710 -11.268330 19.276010 0.2 -0.1 0.2
H -16.975740 -10.978590 16.567380 0.5 -0.2 -0.7
C -21.871940 -14.438780 16.993500 -0.8 0.2 -0.6
O -23.275130 -14.648750 17.331500 3.2 0.7 -0.3
H -21.408240 -13.486500 17.250890 -1.0 0.4 0.4
H -21.134210 -15.125660 17.408310 -0.1 -0.9 1.1
H -21.650590 -14.660480 15.949500 -0.5 0.2 -0.4
H -23.565890 -15.192070 16.595380 -0.7 -0.4 -0.1
C -19.146210 -12.896150 21.935430 0.3 -0.9 -0.3
O -20.177740 -13.840010 21.432710 0.9 1.2 -0.1
H -18.217280 -13.122040 21.411840 0.2 -0.1 0.2
H -19.326350 -11.844270 21.713590 -0.8 -0.3 -0.1
H -18.987260 -13.018040 23.006870 -0.2 0.0 -0.1
H -20.171030 -14.601090 22.017800 -0.1 0.0 0.2
```
Forces are in eV/Å.

Results
HOMO energy (spin up / spin down) (Ha): -0.4650 / -0.4648
M (g mol⁻¹): 288.38
Orbital gap (spin up / spin down) (eV): 10.16 / 2.88
Spin multiplicity: 2
Net charge: +1

***

Number 1: DFT total energy -56295.851 eV. Number 2: DFT total energy -39931.657 eV. Number 3: DFT total energy -6289.810 eV. Number 4: DFT total energy -171541.078 eV. Number 5: DFT total energy -12472.009 eV. Number 6: DFT total energy -28328.508 eV.